1.
{"formula": "C24H25N2O", "method": "ωB97M-V with the def2-TZVPD basis set", "elements": ["C", "C", "C", "N", "N", "C", "C", "H", "H", "H", "H", "H", "H", "H", "H", "H", "H", "C", "C", "C", "C", "O", "C", "C", "C", "C", "C", "C", "C", "C", "C", "C", "C", "C", "C", "C", "C", "H", "H", "H", "H", "H", "H", "H", "H", "H", "H", "H", "H", "H", "H", "H"], "coordinates": [[2.3546, -2.7856, 0.2237], [3.1975, -1.5005, 0.2692], [2.3796, -0.4499, 1.0252], [1.2456, -1.1848, 1.5646], [0.3902, -0.5878, 2.3289], [-0.6630, -1.0831, 2.8906], [1.0611, -2.5119, 0.9995], [2.1236, -3.0659, -0.8074], [2.8962, -3.6122, 0.6926], [4.1352, -1.6754, 0.8049], [3.4340, -1.1374, -0.7343], [2.9451, 0.0385, 1.8354], [2.0338, 0.3579, 0.3517], [-1.0708, -0.5261, 3.7324], [-1.1101, -2.0441, 2.5784], [0.1786, -2.5433, 0.3309], [0.8770, -3.2629, 1.7854], [-6.9908, -6.7394, 4.7773], [-6.8775, -5.9619, 5.9335], [-7.2390, -4.6122, 5.9200], [-7.7142, -4.0661, 4.7253], [-7.9286, -2.6840, 4.6214], [-6.7907, -1.8749, 4.6400], [-6.2222, -1.5096, 3.4090], [-4.9702, -0.9384, 3.4074], [-4.2997, -0.5773, 4.6154], [-3.0260, 0.0487, 4.4999], [-2.2224, 0.5107, 5.5870], [-1.3575, 1.6226, 5.3626], [-0.7404, 2.2660, 6.4243], [-0.9068, 1.7826, 7.7347], [-1.6407, 0.6060, 7.9581], [-2.2233, -0.0731, 6.8923], [-4.9993, -0.8151, 5.8372], [-6.2058, -1.4973, 5.8545], [-7.9041, -4.8425, 3.5782], [-7.5055, -6.1785, 3.6041], [-6.6821, -7.7865, 4.7942], [-6.5006, -6.3924, 6.8628], [-7.1406, -3.9709, 6.7980], [-6.7537, -1.7411, 2.4843], [-4.4718, -0.7308, 2.4593], [-2.8083, 0.4320, 3.4968], [-1.2333, 1.9771, 4.3359], [-0.1375, 3.1559, 6.2381], [-0.4541, 2.3113, 8.5718], [-1.7614, 0.2199, 8.9743], [-2.6913, -1.0504, 7.0470], [-4.5882, -0.4616, 6.7806], [-6.7019, -1.7556, 6.7951], [-8.3085, -4.3731, 2.6808], [-7.6056, -6.7796, 2.7004]], "atomic_forces_ev_per_a": [[-0.07, -0.32, -0.04], [0.25, 0.29, 0.15], [-0.06, 0.69, -0.19], [-0.51, -0.75, -0.50], [0.07, 0.93, 1.80], [0.47, -0.73, -1.10], [-0.34, -0.17, -0.25], [0.09, -0.05, 0.20], [-0.08, 0.09, -0.21], [-0.10, -0.01, -0.23], [0.07, -0.13, 0.19], [-0.26, -0.27, -0.20], [0.07, -0.34, 0.23], [0.27, -0.24, -0.69], [0.27, 0.23, 0.44], [0.23, 0.12, 0.23], [0.08, 0.33, -0.03], [-0.03, 0.14, 0.04], [-0.10, 0.10, 0.01], [-0.08, 0.03, -0.52], [0.63, -0.55, -0.07], [0.55, 1.40, 0.11], [-0.64, -1.39, -0.21], [0.04, -0.14, 0.04], [-0.01, 0.41, -0.16], [0.04, -0.31, -0.18], [-1.44, 0.93, 0.72], [0.89, -0.34, 0.36], [-0.41, -0.13, -0.07], [0.00, -0.08, 0.15], [-0.33, -0.12, -0.57], [0.03, -0.17, -0.14], [-0.29, 0.42, -0.08], [-0.09, -0.24, 0.19], [0.27, 0.20, 0.09], [0.33, 0.27, 0.35], [-0.19, -0.01, 0.21], [-0.11, 0.36, -0.01], [-0.10, 0.04, -0.32], [-0.01, -0.36, -0.23], [0.24, -0.04, 0.32], [-0.13, -0.07, 0.21], [0.19, -0.27, 0.37], [-0.04, 0.02, 0.36], [-0.14, -0.32, 0.08], [-0.09, -0.14, -0.20], [0.23, 0.05, -0.42], [0.19, 0.47, 0.01], [-0.20, -0.06, -0.31], [0.19, 0.26, -0.43], [0.15, -0.17, 0.23], [0.01, 0.11, 0.28]], "total_energy_ev": -30311.67219, "homo_ev": -10.34, "homo_lumo_gap_ev": 4.7, "total_charge": 1}

=====

2.
{"formula": "C24H25N3O7", "method": "ωB97M-V with the def2-TZVPD basis set", "elements": ["C", "H", "H", "H", "O", "C", "O", "C", "C", "C", "C", "C", "C", "H", "H", "C", "O", "N", "C", "O", "N", "H", "C", "C", "C", "H", "H", "C", "H", "H", "C", "C", "O", "N", "H", "C", "C", "C", "C", "C", "C", "C", "H", "O", "C", "H", "O", "H", "H", "H", "H", "H", "H", "H", "H", "H", "H", "H", "H"], "coordinates": [[-6.7689, -0.0269, 0.0247], [-6.8353, -1.1165, 0.0438], [-7.2956, 0.3416, -0.8576], [-7.1928, 0.3998, 0.9302], [-5.4075, 0.3805, -0.0100], [-4.7181, 0.0016, -1.0979], [-5.2061, -0.6294, -1.9995], [-3.3020, 0.4532, -1.0656], [-2.7981, 1.2087, -0.0185], [-1.4580, 1.5869, -0.0286], [-0.6453, 1.2514, -1.1160], [-1.1659, 0.4890, -2.1618], [-2.4785, 0.0810, -2.1327], [-2.9034, -0.5151, -2.9246], [-0.5136, 0.2430, -2.9854], [0.7362, 1.7406, -1.1764], [1.4708, 1.5378, -2.1215], [1.1535, 2.4835, -0.0832], [0.3944, 2.7415, 1.0461], [0.8247, 3.3416, 2.0017], [-0.9038, 2.2975, 1.0052], [-1.4576, 2.4840, 1.8311], [2.4893, 3.0742, -0.1108], [3.5508, 2.1780, 0.5277], [3.7127, 0.8817, -0.2596], [2.7714, 0.3359, -0.2040], [3.8936, 1.1308, -1.3078], [4.8429, -0.0100, 0.2418], [5.7842, 0.5426, 0.2011], [4.6693, -0.2921, 1.2825], [4.9799, -1.2810, -0.6100], [3.8309, -2.2400, -0.3523], [3.8973, -3.1433, 0.4550], [2.7184, -2.0114, -1.0942], [2.6758, -1.2138, -1.7086], [1.5035, -2.7619, -0.8834], [0.5108, -2.0924, 0.0401], [0.9447, -1.3123, 1.1006], [0.0592, -0.7334, 2.0061], [-1.2748, -0.9996, 1.8269], [-1.7220, -1.7956, 0.7716], [-0.8543, -2.3334, -0.1447], [-1.2150, -2.9411, -0.9575], [-3.0869, -1.9105, 0.8384], [-3.4599, -1.2878, 2.0493], [-3.7800, -2.0587, 2.7738], [-2.3530, -0.5842, 2.5701], [-4.2886, -0.5928, 1.8674], [0.4058, -0.1252, 2.8249], [2.0024, -1.1761, 1.2574], [1.0336, -2.9701, -1.8480], [1.8112, -3.7107, -0.4266], [5.9001, -1.7982, -0.3358], [5.0233, -1.0142, -1.6670], [4.4921, 2.7302, 0.5411], [3.2692, 1.9652, 1.5605], [2.4320, 4.0217, 0.4281], [2.7340, 3.2519, -1.1601], [-3.4328, 1.5021, 0.8028]], "atomic_forces_ev_per_a": [[-0.35, -0.17, -0.16], [-0.03, 0.08, 0.00], [0.01, -0.04, 0.10], [0.04, -0.01, -0.04], [0.33, 0.19, 0.12], [-0.21, -0.13, -0.15], [0.04, 0.04, 0.09], [0.42, 0.19, 0.01], [-0.07, -0.07, -0.13], [0.15, -0.25, -0.64], [-0.44, -0.09, 0.08], [0.05, 0.18, 0.20], [-0.20, -0.02, 0.04], [-0.02, -0.04, -0.08], [0.05, -0.03, -0.07], [-0.13, -0.07, -0.06], [0.01, -0.04, -0.10], [0.18, 0.04, -0.09], [-0.44, -0.07, 0.07], [0.19, 0.15, 0.28], [-0.19, 0.14, 0.32], [0.21, 0.01, -0.09], [0.45, 0.24, 0.15], [-0.22, -0.11, -0.33], [0.27, 0.14, 0.35], [0.02, 0.02, -0.10], [-0.07, -0.06, -0.06], [-0.20, 0.02, -0.22], [0.02, 0.00, 0.06], [0.07, 0.00, 0.08], [0.09, -0.05, 0.33], [0.38, 0.24, -0.45], [0.03, -0.20, 0.40], [-0.38, 0.01, -0.26], [0.11, 0.00, 0.06], [0.05, -0.26, 0.14], [0.03, 0.08, -0.01], [0.06, -0.05, -0.16], [-0.37, 0.02, 0.16], [-0.05, -0.45, -0.40], [0.28, 0.26, 0.49], [-0.17, 0.03, 0.19], [-0.06, -0.11, -0.17], [0.24, -0.05, -0.44], [-1.09, -0.20, 0.64], [0.18, 0.14, -0.18], [0.47, 0.33, -0.03], [0.23, -0.11, -0.02], [0.06, 0.08, 0.15], [0.14, 0.03, -0.01], [0.03, -0.03, 0.07], [-0.09, 0.09, -0.20], [-0.09, -0.07, -0.09], [0.03, 0.02, -0.05], [0.05, 0.04, 0.06], [0.04, 0.04, 0.08], [-0.03, -0.10, -0.14], [-0.05, 0.02, 0.14], [-0.07, 0.00, 0.09]], "total_energy_ev": -44099.39469, "homo_ev": -8.30, "homo_lumo_gap_ev": 7.9, "total_charge": 0}

=====

3.
{"formula": "C24H25O2", "method": "ωB97M-V with the def2-TZVPD basis set", "elements": ["C", "C", "O", "C", "C", "H", "H", "H", "H", "H", "H", "H", "H", "C", "C", "C", "C", "C", "C", "C", "C", "C", "C", "O", "C", "C", "C", "C", "C", "C", "C", "C", "C", "C", "H", "H", "H", "H", "H", "H", "H", "H", "H", "H", "H", "H", "H", "H", "H", "H", "H"], "coordinates": [[2.8595, -1.6711, -0.4014], [2.1149, -0.4052, -0.7242], [2.9424, 0.6958, -0.2645], [2.4064, 1.9221, -0.2629], [3.2310, 3.0074, 0.0329], [2.3563, -2.5123, -0.8808], [3.8920, -1.6101, -0.7480], [2.8663, -1.8436, 0.6809], [1.9638, -0.2988, -1.8054], [1.1261, -0.4064, -0.2391], [1.2969, 1.9912, -0.3855], [2.6397, 3.8915, 0.3250], [4.1150, 2.7616, 0.6759], [8.0535, 1.6725, -4.3652], [7.1429, 2.4838, -3.4932], [5.8244, 2.0608, -3.2910], [4.9728, 2.7901, -2.4891], [5.3819, 3.9703, -1.8234], [4.3846, 4.5479, -0.9228], [4.7017, 5.6820, -0.0637], [6.0048, 5.9481, 0.4351], [6.2704, 7.0628, 1.2317], [5.2136, 7.8994, 1.6011], [5.4258, 8.9794, 2.4547], [5.7147, 10.2189, 1.8663], [4.7325, 11.2082, 1.8906], [4.9623, 12.3910, 1.1808], [6.1763, 12.5856, 0.5167], [7.1575, 11.5903, 0.5332], [6.9294, 10.3848, 1.2042], [3.8985, 7.6274, 1.2044], [3.6615, 6.5729, 0.3347], [6.6906, 4.4641, -2.1514], [7.5623, 3.6867, -2.9150], [9.1044, 1.9656, -4.2449], [7.9645, 0.5997, -4.1560], [7.7944, 1.8052, -5.4241], [5.5075, 1.1216, -3.7375], [3.9596, 2.4309, -2.2983], [3.3771, 4.5782, -1.3620], [6.8248, 5.2747, 0.1951], [7.2671, 7.2648, 1.6210], [3.8120, 11.0202, 2.4453], [4.1847, 13.1564, 1.1706], [6.3533, 13.5187, -0.0178], [8.1145, 11.7419, 0.0322], [7.6668, 9.5815, 1.2347], [3.1026, 8.2409, 1.6168], [2.6461, 6.4384, -0.0463], [7.0488, 5.4298, -1.7884], [8.5999, 3.9913, -3.0672]], "atomic_forces_ev_per_a": [[-0.02, -0.14, 0.31], [-0.22, -0.26, -0.22], [-0.90, 1.18, -0.24], [1.08, -0.31, 0.44], [-1.12, -0.59, 2.20], [0.11, 0.01, 0.03], [-0.10, -0.07, -0.07], [0.04, 0.01, -0.22], [0.09, 0.09, 0.17], [0.34, 0.31, 0.00], [1.03, 0.05, -0.25], [0.35, -0.73, 0.18], [-0.74, 0.22, -0.81], [0.35, -0.13, -0.10], [-0.10, 0.03, 0.00], [0.12, 0.14, 0.04], [0.01, -0.04, 0.14], [0.42, -0.75, -0.60], [0.17, 2.05, -2.22], [-0.25, 0.06, 0.77], [-0.07, 0.05, 0.20], [-0.32, -0.27, -0.18], [0.02, 0.66, 0.48], [-0.06, -0.91, -0.14], [-0.10, -0.05, -0.72], [0.31, -0.16, -0.19], [0.11, -0.17, 0.32], [-0.08, -0.10, 0.00], [-0.02, -0.13, 0.18], [-0.31, 0.36, 0.09], [0.32, -0.25, -0.27], [0.05, -0.17, 0.16], [-0.27, -0.49, 0.69], [-0.37, 0.06, 0.00], [-0.29, -0.08, -0.01], [0.01, 0.23, 0.03], [0.01, 0.05, 0.21], [-0.10, 0.20, 0.02], [0.41, 0.00, -0.09], [0.89, 0.36, 0.08], [-0.27, 0.09, 0.24], [-0.25, -0.10, -0.17], [0.23, 0.12, -0.24], [0.31, -0.16, -0.03], [-0.02, -0.27, 0.13], [-0.31, 0.03, 0.09], [-0.16, 0.33, -0.09], [0.08, -0.01, -0.34], [0.27, -0.16, 0.16], [-0.26, -0.36, -0.14], [-0.41, 0.18, -0.02]], "total_energy_ev": -29379.05526, "homo_ev": -11.29, "homo_lumo_gap_ev": 6.2, "total_charge": 1}

=====

4.
{"formula": "C24H26AsF5N5O9PrS", "method": "ωB97M-V with the def2-TZVPD basis set", "elements": ["Pr", "O", "As", "O", "O", "C", "C", "C", "C", "C", "C", "S", "O", "O", "O", "H", "H", "H", "H", "H", "N", "C", "C", "C", "C", "N", "C", "N", "N", "C", "O", "O", "H", "H", "H", "H", "H", "H", "H", "H", "H", "H", "H", "H", "H", "H", "O", "C", "C", "C", "C", "C", "C", "N", "H", "H", "H", "H", "H", "H", "H", "F", "C", "C", "C", "F", "C", "F", "C", "F", "C", "F"], "coordinates": [[0.8264, -0.0384, 0.2323], [3.1866, -0.1590, -0.6983], [3.4717, -1.4526, 0.5526], [2.0608, -2.3131, 0.3919], [2.6792, -0.2376, 1.8651], [2.5719, -0.6782, 3.1386], [3.6813, -1.1147, 3.8587], [3.5434, -1.5102, 5.1801], [2.3034, -1.4892, 5.8100], [1.1892, -1.0802, 5.1004], [1.3215, -0.6869, 3.7780], [-0.1018, -0.1911, 2.8601], [-1.2157, -0.0903, 3.7554], [0.2675, 1.0551, 2.1622], [-0.3085, -1.2137, 1.7990], [3.1084, -0.6284, -1.5626], [4.6456, -1.1190, 3.3673], [4.4223, -1.8371, 5.7234], [2.2127, -1.7883, 6.8465], [0.2015, -1.0598, 5.5449], [-0.4500, -2.4956, -0.7224], [-0.1718, -2.5626, -2.1695], [-0.0017, -3.9654, -2.7165], [-1.1376, -4.9017, -2.2910], [-2.5479, -4.3949, -2.6115], [-2.8880, -3.1322, -1.9262], [-3.0388, -2.9978, -0.6112], [-3.4376, -4.0401, 0.1236], [-2.8107, -1.8199, -0.0376], [1.0202, -1.5992, -2.3236], [2.1466, -2.0021, -2.6019], [0.6640, -0.3965, -2.0465], [0.4342, -2.6560, -0.2286], [-1.0365, -3.2534, -0.4099], [-0.9734, -2.0493, -2.7081], [0.9482, -4.3739, -2.3652], [0.0501, -3.9121, -3.8092], [-1.0770, -5.0919, -1.2145], [-1.0090, -5.8676, -2.7830], [-3.2881, -5.1558, -2.3587], [-2.6461, -4.1987, -3.6770], [-2.5419, -2.3031, -2.3780], [-3.7225, -4.9016, -0.3043], [-3.5402, -3.9485, 1.1178], [-2.1146, -1.1969, -0.4604], [-2.8214, -1.7716, 0.9698], [-1.8603, 0.3347, -0.8818], [-2.9743, 1.2124, -0.5372], [-2.8451, 2.1935, 0.5956], [-3.6284, 2.0895, 1.7337], [-3.5274, 3.0799, 2.7006], [-2.6533, 4.1290, 2.4905], [-1.9104, 4.1421, 1.3181], [-2.0140, 3.2034, 0.3865], [-1.2658, 0.7937, -1.5054], [-3.7908, 0.5273, -0.3060], [-3.2523, 1.7823, -1.4228], [-4.2963, 1.2467, 1.8721], [-4.1210, 3.0227, 3.6043], [-2.5328, 4.9164, 3.2233], [-1.1975, 4.9361, 1.1140], [2.8429, 2.2398, 0.8818], [2.2007, 2.9205, -0.1125], [1.1462, 2.2979, -0.7343], [0.5541, 3.0593, -1.7045], [-0.5305, 2.5468, -2.3816], [0.9447, 4.3300, -2.0588], [0.3175, 5.0236, -3.0207], [2.0142, 4.9039, -1.3927], [2.4197, 6.1370, -1.7085], [2.6541, 4.1931, -0.3979], [3.6772, 4.7520, 0.2645]], "atomic_forces_ev_per_a": [[0.70, 0.86, -3.06], [0.23, -0.33, 0.24], [1.22, -0.50, 0.41], [-0.23, 0.01, -0.10], [0.36, -0.29, -0.06], [-0.16, -0.07, 0.19], [-0.04, 0.10, -0.05], [-0.02, -0.03, -0.02], [0.16, -0.04, 0.06], [-0.16, 0.04, -0.07], [0.10, 0.06, -0.34], [-0.85, 0.11, 1.84], [0.04, -0.01, 0.07], [-0.45, 0.45, 1.00], [-0.73, -0.68, 1.05], [-0.17, 0.15, 0.08], [0.03, 0.02, 0.06], [-0.05, 0.02, 0.00], [-0.01, 0.00, -0.05], [0.08, 0.02, 0.02], [1.20, -0.21, -0.40], [0.33, 0.12, 0.24], [-0.02, -0.07, -0.03], [-0.04, 0.06, -0.01], [0.16, 0.06, 0.17], [-0.37, -0.33, -0.21], [-0.55, 0.70, 0.42], [-0.02, -0.29, 0.10], [-1.36, -1.04, 0.35], [-0.14, -0.25, -0.58], [-0.20, 0.27, -0.09], [0.30, -0.32, -0.50], [0.21, -0.22, -0.05], [0.34, -0.04, 0.02], [0.27, 0.09, -0.11], [0.01, 0.05, -0.04], [0.04, -0.04, 0.05], [0.05, -0.12, -0.05], [-0.05, -0.03, 0.04], [-0.08, 0.05, -0.07], [-0.08, 0.03, -0.04], [-0.23, 0.08, 0.02], [-0.04, 0.01, -0.01], [0.03, 0.00, 0.03], [-0.26, 0.06, -0.11], [-0.04, -0.04, 0.08], [0.44, 1.65, 0.17], [-0.44, -0.53, -0.37], [0.32, -0.25, -0.05], [-0.01, -0.12, 0.16], [-0.08, -0.08, 0.00], [0.07, 0.04, 0.09], [0.12, -0.04, -0.06], [0.31, 0.28, -0.08], [-0.12, 0.10, -0.06], [-0.03, -0.01, -0.06], [0.11, -0.06, -0.14], [0.04, 0.03, -0.02], [0.02, 0.01, -0.01], [-0.02, -0.02, -0.04], [-0.07, -0.03, 0.03], [0.07, 0.22, 0.01], [-0.08, -0.19, 0.09], [0.01, 0.57, 0.07], [-0.34, -0.40, -0.03], [0.04, 0.02, -0.02], [0.00, 0.17, -0.11], [-0.03, 0.06, -0.06], [-0.07, -0.02, -0.05], [0.04, 0.14, -0.04], [0.09, -0.01, 0.08], [0.07, 0.02, 0.01]], "total_energy_ev": -150521.08181, "homo_ev": -8.05, "spin_multiplicity": 3, "homo_lumo_gap_ev": 7.6, "total_charge": 0}